(1)
Formula: C5H11NO
Source: OMol25
Level of theory: ωB97M-V with the def2-TZVPD basis set

The geometry in XYZ format:
```
18
Properties=species:S:1:pos:R:3:nbo_charge:R:1
C 1.1187 0.2080 0.8915 -0.103
C 0.1212 -0.3664 1.7058 -0.495
C 1.4347 1.6642 1.1372 -0.659
N 0.1302 -0.7196 -1.1677 -0.313
C -1.2015 -0.2033 -0.9288 -0.021
C -2.3450 -0.9206 -0.9202 -0.422
O 0.5778 -0.3321 -2.4898 -0.599
H 0.5196 -1.0420 -3.1488 0.460
H 0.0598 -1.7375 -1.1794 0.338
H 2.0621 -0.3350 0.8408 0.193
H -0.4798 0.2448 2.3657 0.180
H 0.4140 -1.2109 2.3161 0.196
H -1.2474 0.8343 -1.2321 0.201
H 2.4804 1.9603 1.0540 0.217
H 0.8726 2.3276 0.4808 0.213
H 1.1536 1.9821 2.1422 0.211
H -2.4073 -1.9967 -1.0026 0.196
H -3.2635 -0.3570 -0.8646 0.208
```

Results
Largest force on an atom: 5.56 eV/A
HOMO-LUMO gap: 0.32527 hartree
HOMO: -7.98 eV
Structure (SMILES): C=CNO.C=CC
Electronic energy: -326.89327 Eh

(2)
Formula: C5H11NO
Source: OMol25
Level of theory: ωB97M-V with the def2-TZVPD basis set

The geometry in XYZ format:
```
18
Properties=species:S:1:pos:R:3:nbo_charge:R:1
C 2.8651 1.0431 -0.5484 -0.423
C -2.7951 1.0820 -0.3650 -0.212
C 2.0674 0.5580 0.3843 -0.149
C 1.7379 -0.8900 0.5380 -0.659
C -1.9292 -1.1218 -0.1724 -0.443
N -1.9095 0.3065 0.1592 0.135
O -0.9978 0.6743 0.9312 -0.528
H 3.3214 0.3996 -1.2851 0.180
H 3.1120 2.0885 -0.6172 0.194
H -3.5527 0.6909 -1.0135 0.188
H -2.7649 2.1359 -0.1587 0.208
H 1.6095 1.2089 1.1147 0.205
H 2.3525 -1.3273 1.3246 0.215
H 1.9150 -1.4434 -0.3829 0.200
H 0.7003 -0.9810 0.8389 0.228
H -1.0637 -1.3326 -0.7990 0.226
H -1.8261 -1.6981 0.7454 0.227
H -2.8420 -1.3937 -0.6939 0.207
```

Results
Largest force on an atom: 0.73 eV/A
HOMO-LUMO gap: 0.36114 hartree
HOMO: -8.97 eV
Structure (SMILES): C=[N+](C)[O-].C=CC
Electronic energy: -326.98660 Eh

(3)
Formula: C5H11NO
Source: OMol25
Level of theory: ωB97M-V with the def2-TZVPD basis set

The geometry in XYZ format:
```
18
Properties=species:S:1:pos:R:3:nbo_charge:R:1
C -1.3861 -1.5319 0.9939 -0.603
C -0.9064 -0.1595 0.6273 -0.486
C 0.5522 0.0503 0.4890 0.155
C 1.5350 -0.8560 0.6092 -0.431
C 0.2867 2.4471 0.2786 -0.047
N 0.9490 1.4647 0.7177 -0.424
H -0.8500 -2.3426 0.4968 0.214
H -1.1792 -1.6708 2.1604 0.187
H -2.3525 -1.8760 1.0911 0.227
H -1.4783 0.5739 1.1977 0.220
H -1.2026 -0.0209 -0.4160 0.229
H 1.4766 -1.7117 1.2133 0.215
H 2.6001 -0.4683 0.5120 0.209
H 0.8527 3.4052 0.2607 0.183
H -0.7791 2.4016 -0.0423 0.150
H -0.2014 0.0228 -2.8314 0.462
H 0.2637 -1.3347 -2.8689 0.465
O -0.5353 -0.8665 -2.9731 -0.924
```

Results
Largest force on an atom: 5.18 eV/A
HOMO-LUMO gap: 0.34833 hartree
HOMO: -9.06 eV
Structure (SMILES): C=NC(=C)CC.O
Electronic energy: -326.98998 Eh

(4)
Formula: C5H11NO
Source: OMol25
Level of theory: ωB97M-V with the def2-TZVPD basis set

The geometry in XYZ format:
```
18
Properties=species:S:1:pos:R:3:nbo_charge:R:1
C -0.1135 -2.0420 1.5461 -0.644
C 0.1348 -1.0067 0.4538 -0.552
C 1.0370 0.1590 0.8726 -0.260
N 0.8243 1.1045 -0.2232 -0.576
C -0.4316 1.0272 -0.7084 0.695
O -1.5249 1.1849 0.0529 -0.709
C -0.6641 1.4106 -2.1407 -0.697
H -0.8081 -2.8209 1.2055 0.211
H 0.7968 -2.5744 1.8862 0.180
H -0.5554 -1.5944 2.4502 0.186
H 0.5914 -1.5026 -0.4179 0.168
H -1.4328 0.4169 0.6669 0.530
H 0.7103 0.6031 1.8237 0.183
H 2.1253 -0.0127 0.9701 0.172
H 1.5529 1.1537 -0.9229 0.395
H -1.1792 0.5842 -2.6410 0.256
H 0.2617 1.6259 -2.6836 0.216
H -1.3250 2.2838 -2.1905 0.246
```

Results
Largest force on an atom: 0.50 eV/A
HOMO-LUMO gap: 0.26365 hartree
HOMO: -6.54 eV
Electronic energy: -326.98068 Eh

(5)
Formula: C5H11NO2
Source: OMol25
Level of theory: ωB97M-V with the def2-TZVPD basis set

The geometry in XYZ format:
```
19
Properties=species:S:1:pos:R:3:nbo_charge:R:1
C -0.9181 0.2751 2.0792 -0.078
O -1.2096 -0.9041 2.8424 -0.732
C -0.5126 -0.0163 0.6056 -0.114
C 0.7294 0.7665 0.2336 -0.409
C 1.1314 0.7876 -1.2525 -0.476
C 1.3661 -0.5656 -1.8336 0.025
O 1.7575 -0.7547 -3.0495 -0.797
N -1.5818 0.2606 -0.3452 -0.833
H -0.0921 0.7752 2.5834 0.176
H -1.8365 0.8552 2.0047 0.150
H -2.0536 -1.2558 2.5137 0.453
H -0.2497 -1.0747 0.4529 0.208
H 1.5954 0.3628 0.7706 0.195
H 0.6978 1.7962 0.6010 0.173
H 2.0399 1.3975 -1.3222 0.172
H 0.3352 1.3259 -1.8091 0.148
H 1.2417 -1.4313 -1.1780 0.056
H -2.4722 -0.1155 -0.0371 0.336
H -1.6443 1.2396 -0.5793 0.349
```

Results
Largest force on an atom: 1.31 eV/A
2S+1: 2
HOMO-LUMO gap (alpha / beta): 0.09463 / 0.22246 hartree
Total charge: -1
HOMO (alpha / beta): 0.65 / -2.92 eV
⟨S²⟩: 0.753
Electronic energy: -402.27620 Eh

(6)
Formula: C5H11NO2
Source: OMol25
Level of theory: ωB97M-V with the def2-TZVPD basis set

The geometry in XYZ format:
```
19
Properties=species:S:1:pos:R:3:nbo_charge:R:1
O -0.0903 -1.9641 -0.1376 -0.637
C 0.5013 -1.5583 -1.1305 0.815
O 0.0930 -0.4269 -1.8324 -0.703
C 1.7441 -2.2524 -1.7060 -0.722
H 1.3708 -3.2065 -2.0651 0.242
H 2.2809 -1.7371 -2.5051 0.237
H 2.4330 -2.4346 -0.8680 0.242
C 0.4533 2.2839 1.8315 -0.628
C -0.2679 1.0420 1.3502 -0.261
C -1.4252 1.1474 0.6089 -0.022
N -2.0101 0.0847 -0.1056 -0.885
H -0.1051 3.1273 1.5137 0.206
H 0.6395 2.2918 2.9088 0.208
H 1.4644 2.3642 1.3963 0.209
H 0.1540 0.0758 1.4861 0.202
H -1.8935 2.1279 0.5776 0.187
H -1.6038 -0.8346 0.1169 0.415
H -3.0343 -0.0300 -0.0653 0.385
H -0.7041 -0.1005 -1.3745 0.511
```

Results
Largest force on an atom: 2.80 eV/A
HOMO-LUMO gap: 0.33634 hartree
HOMO: -8.18 eV
Structure (SMILES): C/C=C/N.CC(=O)O
Electronic energy: -402.34568 Eh

(7)
Formula: C5H11NO2
Source: OMol25
Level of theory: ωB97M-V with the def2-TZVPD basis set

The geometry in XYZ format:
```
19
Properties=species:S:1:pos:R:3:nbo_charge:R:1
O 2.0650 2.6216 1.1224 -0.605
C 1.8084 1.4180 1.1973 0.521
N 0.9850 0.6762 0.3642 -0.654
C 0.6215 -0.7722 0.7917 -0.204
C -0.3540 -1.3066 -0.2517 -0.455
C -1.8175 -1.1017 0.1275 -0.191
C -3.0176 -1.6713 -0.2122 -0.412
H 2.0737 0.8904 2.1335 0.111
H 0.5350 1.1393 -0.4160 0.404
H 1.5688 -1.3283 0.8675 0.216
H 0.0347 -0.7155 1.7355 0.207
H -0.1699 -2.5127 -0.3069 0.226
H -0.1911 -0.9835 -1.1994 0.225
H -2.0233 -0.5018 0.9652 0.178
H -2.8333 -2.1161 -1.2172 0.195
H -4.0506 -1.4362 0.3298 0.236
H 2.2176 2.1332 -1.6617 0.483
H 0.8219 2.9938 -2.0360 0.485
O 1.7257 2.5735 -2.3333 -0.964
```

Results
Largest force on an atom: 5.29 eV/A
HOMO-LUMO gap: 0.38741 hartree
HOMO: -9.84 eV
Structure (SMILES): C=CCCNC=O.O
Electronic energy: -402.25771 Eh

(8)
Formula: C5H11NO2
Source: OMol25
Level of theory: ωB97M-V with the def2-TZVPD basis set

The geometry in XYZ format:
```
19
Properties=species:S:1:pos:R:3:nbo_charge:R:1
O 1.2187 -0.8309 1.2920 -0.534
C 2.1635 -0.1863 0.8384 0.449
N 2.1512 0.5814 -0.2711 -0.289
C 1.1009 0.4530 -1.1743 -0.239
C -1.9031 0.7528 0.6916 -0.111
C -3.0075 -0.2090 1.1598 -0.615
O -1.7218 0.5922 -0.6666 -0.444
C 0.8624 -0.9536 -1.7919 -0.612
H 3.1194 -0.0790 1.3819 0.133
H 1.6944 -1.3846 -2.3720 0.220
H 0.1344 0.6804 -0.6740 0.332
H -0.9805 0.4050 1.1876 0.224
H -2.7794 -1.1535 0.6573 0.220
H -3.9401 0.1828 0.7319 0.208
H -3.1073 -0.3299 2.2530 0.221
H -2.1886 1.7965 0.9530 0.155
H 0.5966 -1.6524 -1.0015 0.234
H 0.0620 -0.8568 -2.5336 0.230
H 1.2664 1.1701 -1.9540 0.218
```

Results
Largest force on an atom: 4.30 eV/A
HOMO-LUMO gap: 0.18270 hartree
HOMO: -9.06 eV
Electronic energy: -402.11668 Eh

(9)
Formula: C5H11NO2
Source: OMol25
Level of theory: ωB97M-V with the def2-TZVPD basis set

The geometry in XYZ format:
```
19
Properties=species:S:1:pos:R:3:nbo_charge:R:1
C -1.2886 -0.5682 -1.0568 -0.406
C 0.5777 1.0364 -1.1470 -0.418
N -0.2118 0.1126 -0.3094 -0.457
C 1.2676 -1.3515 0.4395 0.674
O 0.5556 -2.4752 0.7153 -0.726
O 2.2988 -1.3833 -0.2000 -0.657
H 1.0482 -3.1997 0.2905 0.488
H -0.9623 -0.8271 -2.0663 0.213
H -2.1736 0.0682 -1.1129 0.186
H -1.5519 -1.4942 -0.5440 0.215
H 0.8119 0.5722 -2.1064 0.216
H 0.0367 1.9715 -1.2960 0.183
H 1.5230 1.2580 -0.6490 0.218
C -0.4960 0.5330 1.0537 -0.050
C -0.4602 1.8117 1.5132 -0.418
H -0.8965 2.0337 2.4796 0.213
H -1.2290 -0.1357 1.5022 0.215
H 0.9495 -0.5217 1.3994 0.109
H 0.2010 2.5592 1.0942 0.203
```

Results
Largest force on an atom: 4.36 eV/A
HOMO-LUMO gap: 0.35078 hartree
HOMO: -8.73 eV
Structure (SMILES): C=CN(C)C.O=CO
Electronic energy: -402.25466 Eh

(10)
Formula: C5H11NO2
Source: OMol25
Level of theory: ωB97M-V with the def2-TZVPD basis set

The geometry in XYZ format:
```
19
Properties=species:S:1:pos:R:3:nbo_charge:R:1
C 0.1387 0.2602 -0.9112 -0.060
C -0.0675 0.2676 2.0151 -0.166
C -1.0291 0.0582 -1.8719 -0.603
C 1.4024 0.7268 -1.6252 -0.606
C 0.3776 -1.0384 1.0342 0.544
O 0.3223 -2.2468 1.6260 -0.660
O -1.2203 -0.0590 2.7592 -0.720
N 0.3942 -0.9602 -0.2183 -0.482
H 0.0052 -2.1205 2.5335 0.492
H -1.9905 -0.0174 2.1812 0.474
H -0.1582 1.0240 -0.1294 0.153
H -0.1371 1.2787 1.6069 0.192
H 0.7489 0.3254 2.7372 0.187
H -1.2122 0.9697 -2.4404 0.206
H 2.1985 0.9093 -0.9095 0.208
H -0.7936 -0.7530 -2.5632 0.216
H -1.9308 -0.2082 -1.3264 0.204
H 1.7416 -0.0538 -2.3064 0.215
H 1.2102 1.6373 -2.1915 0.205
```

Results
Largest force on an atom: 3.92 eV/A
HOMO-LUMO gap: 0.36146 hartree
HOMO: -9.20 eV
Structure (SMILES): CC(C)/N=C(/O)CO
Electronic energy: -402.30688 Eh

(11)
Formula: C5H11NO2
Source: OMol25
Level of theory: ωB97M-V with the def2-TZVPD basis set

The geometry in XYZ format:
```
19
Properties=species:S:1:pos:R:3:nbo_charge:R:1
C -0.9433 -0.7092 0.1830 -0.123
C -2.3697 -1.2479 0.2555 -0.614
N -0.0630 -1.6265 -0.4371 -0.846
C -1.0246 0.7387 -0.5955 0.396
O -0.7681 0.8398 -1.7613 -0.525
H -0.5850 -0.4834 1.1928 0.188
H -0.2885 -1.7695 -1.4150 0.364
H 0.9198 -1.3722 -0.3447 0.395
H -1.7104 1.4645 -0.1051 0.105
H -2.3647 -2.1862 0.8063 0.231
H -2.7534 -1.4364 -0.7461 0.210
H -3.0248 -0.5458 0.7680 0.207
C 1.7963 1.5596 0.6962 -0.730
C 2.6780 0.7167 -0.1398 0.451
O 2.7081 -0.4942 -0.1207 -0.539
H 3.2294 1.2743 -0.9229 0.112
H 0.7976 1.7612 0.1142 0.250
H 1.4564 1.0411 1.5883 0.233
H 2.3098 2.4752 0.9838 0.235
```

Results
Largest force on an atom: 3.39 eV/A
HOMO-LUMO gap: 0.34140 hartree
HOMO: -8.75 eV
Structure (SMILES): C[C@@H](N)C=O.CC=O
Electronic energy: -402.30080 Eh

(12)
Formula: C5H11NO2
Source: OMol25
Level of theory: ωB97M-V with the def2-TZVPD basis set

The geometry in XYZ format:
```
19
Properties=species:S:1:pos:R:3:nbo_charge:R:1
C 0.7309 -0.3667 1.8057 -0.255
C 1.2848 -0.4252 -1.7563 -0.713
C 0.7382 0.6049 -0.8239 0.772
O 0.0176 -0.4694 0.5563 -0.510
N 1.3064 1.5669 -0.2509 -0.918
H 1.6269 2.3040 -0.8714 0.404
H 0.9440 0.6895 1.9740 0.211
H 1.6697 -0.8997 1.6710 0.203
H 0.1225 -0.7594 2.6173 0.201
H 1.6730 0.0481 -2.6562 0.243
H 2.0563 -0.9926 -1.2338 0.225
H 0.4950 -1.1068 -2.0597 0.242
C -1.4098 -0.0428 0.5973 0.192
C -2.3231 -0.9989 0.7487 -0.475
O -0.8866 0.8595 -1.4582 -0.898
H -1.1124 1.7975 -1.4051 0.457
H -1.4838 0.9510 1.0179 0.192
H -2.1097 -2.0381 0.5526 0.213
H -3.3400 -0.7219 0.9747 0.213
```

Results
Largest force on an atom: 3.31 eV/A
HOMO-LUMO gap: 0.34399 hartree
HOMO: -8.35 eV
Electronic energy: -402.17231 Eh

(13)
Formula: C5H11NO2
Source: OMol25
Level of theory: ωB97M-V with the def2-TZVPD basis set

The geometry in XYZ format:
```
19
Properties=species:S:1:pos:R:3:nbo_charge:R:1
C -0.4429 -0.6885 0.8257 -0.221
N 0.7517 -0.4820 1.6616 -0.648
C 0.6944 0.6138 2.5921 0.114
O 2.0045 1.0867 2.8947 -0.723
C -0.2000 -0.5136 -0.6801 -0.405
C -1.1582 0.3974 -1.4733 -0.507
C -1.3128 -0.2213 -2.8235 0.436
O -0.5433 0.0258 -3.7205 -0.519
H -0.8256 -1.6770 1.0829 0.196
H -1.2535 0.0114 1.0683 0.182
H 1.5478 -0.3275 1.0617 0.357
H 0.2568 0.2971 3.5459 0.143
H 0.1333 1.5171 2.3151 0.142
H 2.6362 0.3660 2.8327 0.468
H 0.8250 -0.2189 -0.8577 0.215
H -0.1551 -1.5074 -1.1532 0.211
H -0.8262 1.4110 -1.5212 0.234
H -2.1089 0.4180 -0.9229 0.209
H -2.0938 -0.9817 -2.9986 0.116
```

Results
Largest force on an atom: 1.72 eV/A
HOMO-LUMO gap: 0.37408 hartree
HOMO: -9.25 eV
Structure (SMILES): O=CCCCNCO
Electronic energy: -402.29693 Eh